The following is a DFT calculation (ωB97M-V/def2-TZVPD) of a molecular structure, C62H55FGeNO9PY at a distorted geometry.

Output
LUMO level in eV: -2.225
Frontier orbital gap in eV: 8.17
Energy above the lowest of the compared OMol25 structures with the same formula, charge and spin in kJ/mol: 14.70
Charge: +1

Geometry as XYZ:
```
131
C62H55FGeNO9PY ωB97M-V/def2-TZVPD
Y 0.412 -0.065 -0.219
C 3.440 -3.688 -0.109
C 2.186 -2.927 0.225
O 2.167 -1.724 -0.008
C 1.040 -3.624 0.845
C 1.256 -4.851 1.487
C 0.231 -5.528 2.109
C -1.057 -4.987 2.062
C -1.307 -3.793 1.415
C -0.260 -3.082 0.808
O -0.512 -1.946 0.172
H 4.078 -3.055 -0.721
H 3.208 -4.617 -0.632
H 3.980 -3.952 0.805
H 2.256 -5.267 1.509
H 0.419 -6.465 2.614
H -1.877 -5.515 2.536
H -2.304 -3.373 1.377
O -3.119 -1.355 0.151
C -2.757 -0.176 0.411
O -1.859 0.378 -0.302
C -3.413 0.583 1.509
C -4.781 0.373 1.679
C -5.474 1.084 2.639
C -4.792 1.987 3.449
C -3.428 2.171 3.296
C -2.708 1.480 2.323
P -0.867 1.699 2.163
C -0.799 3.519 1.921
C -0.778 4.475 2.934
C -0.766 5.830 2.627
C -0.796 6.250 1.304
C -0.831 5.307 0.286
C -0.819 3.955 0.594
C -0.350 1.447 3.905
C -1.008 0.506 4.700
C -0.570 0.237 5.989
C 0.547 0.890 6.500
C 1.226 1.807 5.710
C 0.780 2.081 4.422
H -5.287 -0.339 1.037
H -6.540 0.938 2.760
H -5.326 2.544 4.208
H -2.914 2.861 3.955
H -0.753 4.174 3.976
H -0.736 6.559 3.428
H -0.790 7.308 1.068
H -0.849 5.625 -0.751
H -0.796 3.228 -0.204
H -1.879 -0.014 4.319
H -1.102 -0.486 6.596
H 0.882 0.687 7.510
H 2.104 2.315 6.093
H 1.331 2.796 3.819
C 4.141 5.021 -4.588
C 4.554 5.252 -3.144
C 4.325 6.695 -2.738
C 4.714 6.922 -1.290
C 3.926 5.997 -0.403
C 3.629 6.329 0.896
C 2.929 5.437 1.708
F 2.693 5.796 2.981
C 2.495 4.235 1.249
C 2.762 3.882 -0.084
C 2.315 2.583 -0.573
O 1.581 1.877 0.172
C 2.772 2.202 -1.854
C 3.488 3.111 -2.595
N 3.804 4.347 -2.206
C 3.490 4.750 -0.901
C 2.510 0.868 -2.509
O 3.081 0.611 -3.556
O 1.666 0.109 -1.897
H 4.604 5.794 -5.201
H 3.056 5.104 -4.697
H 4.461 4.060 -4.985
H 5.615 5.019 -3.025
H 3.269 6.943 -2.892
H 4.910 7.330 -3.403
H 4.549 7.956 -0.990
H 5.783 6.723 -1.167
H 3.950 7.281 1.305
H 1.947 3.554 1.883
H 3.809 2.796 -3.578
Ge -2.259 -1.905 -1.593
C -3.855 -1.214 -2.426
C -3.983 0.095 -2.894
C -5.186 0.554 -3.415
C -6.280 -0.298 -3.481
C -6.170 -1.604 -3.019
C -4.967 -2.058 -2.488
C -0.725 -1.671 -2.734
C -0.746 -0.794 -3.821
C 0.241 -0.864 -4.788
C 1.239 -1.827 -4.691
C 1.232 -2.744 -3.651
C 0.250 -2.669 -2.676
H -2.439 -3.392 -1.294
H -3.141 0.777 -2.845
H -5.268 1.573 -3.773
H -7.217 0.056 -3.892
H -7.023 -2.269 -3.071
H -4.903 -3.078 -2.124
H -1.527 -0.052 -3.910
H 0.239 -0.167 -5.618
H 2.022 -1.864 -5.437
H 1.998 -3.508 -3.595
H 0.237 -3.393 -1.868
C 1.425 -2.013 3.937
C 1.871 -0.874 3.063
O 1.190 -0.568 2.097
C 3.123 -0.136 3.385
C 3.562 0.871 2.529
C 4.690 1.608 2.844
C 5.389 1.341 4.017
C 4.961 0.333 4.872
C 3.829 -0.406 4.555
H 0.508 -2.441 3.541
H 1.254 -1.658 4.957
H 2.202 -2.781 3.978
H 3.001 1.076 1.629
H 5.027 2.392 2.176
H 6.269 1.920 4.267
H 5.505 0.123 5.783
H 3.497 -1.184 5.231
C -0.338 2.601 -3.124
O -0.624 1.774 -2.000
H -0.126 3.628 -2.815
H -1.170 2.599 -3.830
H 0.536 2.187 -3.621
H -1.533 1.889 -1.699
```

Results of the Löwdin charge analysis, in e, for atoms 1 through 99: Y 1.55; C 0.01; C -0.35; O -0.01; C -0.11; C -0.03; C -0.08; C -0.06; C -0.01; C -0.33; O -0.31; H 0.09; H 0.10; H 0.09; H 0.11; H 0.10; H 0.11; H 0.11; O -0.05; C -0.53; O -0.18; C -0.12; C 0.00; C -0.05; C -0.05; C -0.07; C -0.27; P 1.15; C -0.35; C -0.09; C -0.07; C -0.07; C -0.07; C -0.10; C -0.36; C -0.09; C -0.08; C -0.08; C -0.07; C -0.10; H 0.13; H 0.11; H 0.11; H 0.11; H 0.10; H 0.11; H 0.11; H 0.10; H 0.07; H 0.11; H 0.11; H 0.11; H 0.11; H 0.10; C -0.04; C -0.29; C -0.15; C -0.12; C -0.13; C 0.07; C -0.25; F 0.08; C 0.06; C -0.04; C -0.27; O -0.15; C -0.02; C 0.04; N 0.05; C -0.06; C -0.57; O 0.07; O -0.16; H 0.09; H 0.10; H 0.08; H 0.16; H 0.14; H 0.13; H 0.13; H 0.13; H 0.14; H 0.11; H 0.13; Ge 1.07; C -0.28; C -0.11; C -0.08; C -0.08; C -0.08; C -0.10; C -0.32; C -0.10; C -0.06; C -0.06; C -0.06; C -0.11; H 0.05; H 0.08



The following is a DFT calculation (ωB97M-V/def2-TZVPD) of a molecular structure, C62H62Cl4CsN12O4PS2 at a distorted geometry.

Output
LUMO level in eV: 3.088
Frontier orbital gap in eV: 5.73
Charge: -2

Geometry as XYZ:
```
148
C62H62Cl4CsN12O4PS2 ωB97M-V/def2-TZVPD
Cs -0.310 -0.594 -0.748
C 1.051 1.979 -6.337
S -0.704 1.767 -5.980
C -0.900 2.532 -4.347
S 0.254 3.570 -3.654
N -2.030 2.192 -3.843
N -2.385 2.239 -2.592
C -3.489 2.799 -2.263
C -3.992 2.752 -0.904
C -5.170 3.451 -0.602
C -5.645 3.452 0.691
C -4.951 2.735 1.653
C -3.811 2.043 1.265
N -3.325 2.061 0.031
H 1.173 1.864 -7.415
H 1.636 1.225 -5.814
H 1.346 2.973 -6.009
H -4.084 3.343 -2.997
H -5.692 3.983 -1.389
H -6.544 3.997 0.951
H -5.282 2.711 2.675
H -3.262 1.450 1.993
Cl 2.628 -7.542 1.863
C 2.019 -6.063 2.566
C 2.136 -4.870 1.875
C 1.673 -3.705 2.451
Cl 1.883 -2.235 1.559
C 1.045 -3.637 3.731
O 0.630 -2.546 4.255
C 0.962 -4.911 4.362
Cl 0.224 -5.009 5.941
C 1.430 -6.092 3.814
H 2.572 -4.845 0.885
H 1.331 -7.020 4.358
C 5.341 2.225 -0.748
C 4.206 1.808 -1.683
C 4.289 2.559 -3.012
C 4.178 0.280 -1.881
C 5.447 -0.285 -2.558
O 5.031 -0.591 -3.893
C 3.666 -0.478 -3.890
N 3.112 -0.075 -2.827
C 2.985 -0.779 -5.162
C 3.596 -0.317 -6.327
C 3.012 -0.543 -7.561
C 1.819 -1.246 -7.614
C 1.222 -1.708 -6.447
C 1.772 -1.494 -5.177
P 1.077 -2.214 -3.408
C 2.453 -3.450 -3.432
C 3.238 -3.593 -2.285
C 4.295 -4.488 -2.249
C 4.565 -5.288 -3.355
C 3.789 -5.162 -4.497
C 2.749 -4.239 -4.540
C -0.409 -2.926 -4.240
C -0.686 -4.288 -4.325
C -1.884 -4.733 -4.870
C -2.829 -3.820 -5.318
C -2.564 -2.459 -5.235
C -1.360 -2.018 -4.706
H 5.312 3.308 -0.589
H 6.323 1.973 -1.165
H 5.231 1.736 0.220
H 3.259 2.053 -1.198
H 5.193 2.284 -3.571
H 4.317 3.638 -2.836
H 3.418 2.342 -3.633
H 3.997 -0.188 -0.910
H 5.792 -1.204 -2.080
H 6.272 0.425 -2.606
H 4.529 0.231 -6.257
H 3.482 -0.179 -8.467
H 1.344 -1.438 -8.571
H 0.298 -2.264 -6.546
H 3.004 -2.992 -1.412
H 4.915 -4.568 -1.364
H 5.372 -6.011 -3.321
H 4.003 -5.778 -5.363
H 2.162 -4.129 -5.443
H 0.035 -5.003 -3.946
H -2.087 -5.797 -4.926
H -3.775 -4.167 -5.718
H -3.299 -1.737 -5.573
H -1.147 -0.953 -4.665
C 2.696 5.708 1.129
N 1.651 4.833 0.620
C 1.048 5.216 -0.654
C 1.725 3.460 0.849
N 1.137 2.564 0.183
N 2.510 3.130 1.970
C 2.846 1.848 2.431
N 3.246 1.888 3.774
N 2.896 0.822 1.691
H 2.498 6.719 0.785
H 3.699 5.418 0.792
H 2.697 5.741 2.222
H 1.023 6.302 -0.717
H 0.023 4.854 -0.721
H 1.596 4.823 -1.517
H 0.625 2.895 -0.631
H 2.622 3.852 2.657
H 2.775 2.566 4.352
H 3.260 0.976 4.204
H 3.139 -0.015 2.213
N -0.176 -3.293 -0.782
C 0.391 -3.249 -1.792
C -5.708 1.679 5.275
O -4.491 1.028 4.959
C -3.835 0.478 6.004
C -4.062 0.913 7.306
C -3.352 0.392 8.375
C -2.386 -0.570 8.142
C -2.160 -1.010 6.850
C -2.887 -0.535 5.758
N -2.478 -1.037 4.497
C -3.060 -1.225 3.311
C -4.383 -1.278 2.913
C -5.482 -1.375 3.819
C -6.768 -1.360 3.392
C -7.040 -1.211 1.995
C -6.046 -1.174 1.080
C -4.636 -1.277 1.449
O -3.773 -1.348 0.559
H -6.308 1.666 4.373
H -5.538 2.712 5.597
H -6.254 1.141 6.053
H -4.785 1.697 7.489
H -3.548 0.758 9.376
H -1.801 -0.975 8.958
H -1.389 -1.740 6.653
H -1.473 -1.328 4.529
H -2.344 -1.400 2.511
H -5.270 -1.510 4.874
H -7.588 -1.462 4.093
H -8.074 -1.150 1.669
H -6.252 -1.091 0.019
Cl 0.881 1.340 6.508
C 0.184 1.872 5.009
C -0.146 3.204 4.831
C -0.683 3.585 3.610
C -0.885 2.613 2.640
N -0.573 1.333 2.826
C -0.026 0.962 3.979
H 0.024 3.920 5.626
H -0.946 4.618 3.420
H -1.318 2.862 1.677
H 0.256 -0.084 4.090
```

Results of the Löwdin charge analysis, in e, for atoms 1 through 99: Cs 0.72; C -0.45; S 0.77; C -1.16; S 0.48; N -0.15; N 0.01; C -0.13; C -0.27; C -0.05; C -0.09; C -0.07; C -0.15; N 0.14; H 0.02; H 0.00; H -0.02; H 0.11; H 0.10; H 0.10; H 0.07; H 0.09; Cl 0.59; C -0.70; C -0.15; C -0.57; Cl 0.68; C -0.53; O -0.16; C -0.60; Cl 0.61; C -0.18; H 0.10; H 0.09; C -0.07; C -0.38; C -0.06; C -0.26; C -0.10; O -0.01; C -0.36; N 0.16; C -0.17; C -0.05; C -0.11; C -0.10; C -0.10; C -0.21; P 0.90; C -0.35; C -0.10; C -0.09; C -0.11; C -0.10; C -0.08; C -0.39; C -0.09; C -0.10; C -0.11; C -0.08; C -0.11; H 0.07; H 0.07; H 0.06; H 0.11; H 0.08; H 0.07; H 0.06; H 0.13; H 0.12; H 0.10; H 0.11; H 0.09; H 0.10; H 0.09; H 0.09; H 0.10; H 0.09; H 0.09; H 0.10; H 0.10; H 0.09; H 0.09; H 0.10; H 0.08; C -0.08; N -0.16; C -0.09; C -0.47; N 0.17; N 0.13; C -0.53; N 0.12; N 0.15; H 0.08; H 0.09; H 0.07; H 0.08; H 0.07



The following is a DFT calculation (ωB97M-V/def2-TZVPD) of 9 unconnected molecules or ions with the total composition C62H66BBr2F8NO5S at a distorted geometry.

Output
Structure (SMILES): CC(=O)NCCCCC(=O)O[C@@](CCCS)(B(O)O)[C@@H](Br)[C@@H](C)Br.Fc1ccccc1.Fc1ccccc1.Fc1ccccc1.Fc1ccccc1.Fc1ccccc1.Fc1ccccc1.Fc1ccccc1.Fc1ccccc1
LUMO level in eV: 0.256
Frontier orbital gap in eV: 9.13
Charge: 0

Geometry as XYZ:
```
146
C62H66BBr2F8NO5S ωB97M-V/def2-TZVPD
C 1.275 0.181 4.784
C 1.357 0.530 3.324
O 2.228 0.174 2.645
N 0.254 1.311 2.804
C -0.395 0.558 1.708
C -1.175 -0.633 2.272
C -1.736 -1.450 1.068
C -3.193 -1.871 1.341
C -4.198 -1.258 0.355
O -3.896 -1.140 -0.753
O -5.442 -0.947 0.804
C -5.662 0.426 1.189
C -4.531 1.039 2.041
C -4.853 2.416 2.665
C -3.768 3.501 2.519
S -3.177 3.793 0.823
B -5.916 1.362 -0.123
O -4.914 1.708 -0.968
O -7.150 1.813 -0.459
C -7.016 0.462 1.989
Br -8.230 -0.835 1.141
C -6.905 0.104 3.481
C -8.336 0.111 4.100
Br -6.144 -1.664 3.841
H 0.686 -0.725 4.909
H 0.861 1.020 5.330
H 2.285 -0.007 5.134
H 0.673 2.131 2.363
H 0.314 0.201 0.957
H -1.117 1.191 1.199
H -1.965 -0.229 2.896
H -0.525 -1.302 2.833
H -1.169 -2.362 0.933
H -1.629 -0.831 0.181
H -3.547 -1.628 2.339
H -3.299 -2.944 1.193
H -3.584 1.119 1.506
H -4.338 0.340 2.855
H -4.947 2.256 3.737
H -5.806 2.837 2.342
H -4.220 4.434 2.844
H -2.947 3.332 3.208
H -1.838 3.720 0.945
H -4.049 1.456 -0.620
H -7.087 2.152 -1.365
H -7.467 1.442 1.946
H -6.341 0.825 4.056
H -8.327 0.505 5.112
H -8.658 -0.919 4.194
H -9.052 0.618 3.463
F -1.662 -2.611 -6.671
C -2.775 -2.267 -5.990
C -4.010 -2.503 -6.560
C -5.154 -2.153 -5.856
C -5.047 -1.567 -4.602
C -3.796 -1.333 -4.046
C -2.650 -1.690 -4.743
H -4.071 -2.955 -7.542
H -6.130 -2.339 -6.286
H -5.940 -1.292 -4.056
H -3.714 -0.874 -3.072
H -1.665 -1.524 -4.324
F 4.288 3.154 4.693
C 4.820 3.364 3.470
C 4.326 2.654 2.394
C 4.869 2.875 1.137
C 5.901 3.791 0.975
C 6.387 4.491 2.071
C 5.841 4.282 3.329
H 3.527 1.940 2.543
H 4.487 2.331 0.283
H 6.326 3.957 -0.007
H 7.195 5.202 1.946
H 6.202 4.824 4.191
F 10.056 4.965 1.728
C 10.245 3.639 1.562
C 10.297 3.121 0.284
C 10.494 1.758 0.117
C 10.627 0.933 1.224
C 10.569 1.471 2.502
C 10.381 2.835 2.676
H 10.182 3.780 -0.567
H 10.544 1.340 -0.880
H 10.778 -0.130 1.091
H 10.669 0.828 3.367
H 10.340 3.274 3.664
F 1.633 -3.487 2.405
C 2.387 -3.605 1.290
C 2.556 -4.852 0.722
C 3.325 -4.969 -0.427
C 3.919 -3.844 -0.984
C 3.740 -2.599 -0.395
C 2.965 -2.475 0.748
H 2.090 -5.717 1.176
H 3.461 -5.938 -0.887
H 4.522 -3.939 -1.878
H 4.206 -1.723 -0.826
H 2.805 -1.514 1.218
F -8.764 -3.408 -5.879
C -8.539 -4.717 -6.112
C -8.569 -5.185 -7.410
C -8.333 -6.532 -7.645
C -8.081 -7.391 -6.584
C -8.058 -6.903 -5.285
C -8.283 -5.556 -5.046
H -8.776 -4.501 -8.223
H -8.347 -6.912 -8.658
H -7.902 -8.442 -6.770
H -7.867 -7.572 -4.457
H -8.262 -5.155 -4.040
F 7.035 6.435 5.116
C 6.642 7.711 4.921
C 7.251 8.455 3.931
C 6.843 9.765 3.728
C 5.843 10.313 4.519
C 5.246 9.549 5.513
C 5.643 8.235 5.714
H 8.035 8.011 3.330
H 7.306 10.358 2.951
H 5.529 11.336 4.361
H 4.469 9.977 6.133
H 5.185 7.621 6.478
F 13.252 -0.849 0.083
C 14.095 -0.067 -0.617
C 14.055 -0.101 -1.997
C 14.921 0.710 -2.716
C 15.817 1.534 -2.050
C 15.845 1.552 -0.662
C 14.975 0.751 0.063
H 13.354 -0.757 -2.497
H 14.896 0.698 -3.798
H 16.494 2.163 -2.613
H 16.546 2.192 -0.142
H 14.975 0.757 1.145
F -11.054 -8.003 -3.865
C -12.036 -7.139 -4.186
C -11.727 -5.806 -4.369
C -12.739 -4.918 -4.703
C -14.044 -5.371 -4.840
C -14.337 -6.715 -4.649
C -13.327 -7.609 -4.324
H -10.707 -5.472 -4.250
H -12.508 -3.872 -4.856
H -14.833 -4.676 -5.097
H -15.355 -7.068 -4.751
H -13.534 -8.661 -4.178
```

Results of the Löwdin charge analysis, in e, for atoms 1 through 99: C 0.02; C -0.54; O 0.11; N 0.03; C -0.22; C -0.17; C -0.15; C -0.08; C -0.49; O 0.18; O -0.07; C -0.36; C -0.14; C -0.22; C -0.51; S 0.77; B -0.69; O 0.16; O 0.17; C -0.59; Br 0.84; C -0.73; C -0.18; Br 0.76; H 0.09; H 0.08; H 0.09; H 0.12; H 0.12; H 0.09; H 0.10; H 0.10; H 0.11; H 0.10; H 0.07; H 0.13; H 0.09; H 0.09; H 0.11; H 0.12; H 0.06; H 0.08; H -0.15; H 0.07; H 0.13; H 0.10; H 0.07; H 0.08; H 0.03; H 0.06; F 0.05; C -0.29; C -0.02; C -0.08; C -0.09; C -0.07; C -0.01; H 0.12; H 0.09; H 0.10; H 0.08; H 0.12; F 0.05; C -0.27; C -0.01; C -0.08; C -0.09; C -0.07; C -0.01; H 0.08; H 0.10; H 0.10; H 0.10; H 0.09; F 0.05; C -0.29; C -0.02; C -0.08; C -0.10; C -0.08; C -0.02; H 0.12; H 0.11; H 0.10; H 0.11; H 0.12; F 0.05; C -0.28; C -0.02; C -0.09; C -0.10; C -0.08; C -0.01; H 0.12; H 0.10; H 0.10; H 0.10; H 0.09; F 0.05